Entry 1:
An isolated molecule of C7H13NO2 at a distorted geometry, computed with wB97M-V/def2-TZVPD.

XYZ file:
```
23
Properties=species:S:1:pos:R:3:forces:R:3:nbo_charge:R:1
C -0.999 0.419 0.535 2.5 -0.2 -0.5 0.134
C -1.341 0.529 1.997 0.2 -0.2 -0.1 -0.635
C 0.873 -1.270 1.089 0.5 0.7 -0.1 -0.608
C 1.325 -1.096 -2.110 0.1 -0.6 0.3 -0.648
C 0.530 1.270 0.181 -1.9 1.7 1.1 0.737
C 0.092 -0.506 0.040 -1.7 -2.3 -0.7 -0.098
N -2.078 0.577 -0.334 -0.1 0.3 -0.3 -0.806
C 0.097 -0.870 -1.299 0.2 0.1 1.1 -0.175
O 0.486 1.862 -1.034 0.1 0.2 -0.5 -0.717
O 1.334 1.582 1.026 0.3 -0.2 -0.1 -0.632
H 1.177 2.542 -1.048 -0.1 -0.2 0.1 0.497
H -1.770 0.701 -1.299 -0.4 0.0 0.3 0.390
H -2.744 1.279 -0.030 0.3 0.0 -0.2 0.376
H -0.838 -0.877 -1.843 0.0 0.5 -0.2 0.191
H -1.722 -0.420 2.378 -0.1 0.0 0.0 0.221
H -2.107 1.291 2.142 0.0 0.0 0.0 0.213
H -0.466 0.808 2.579 0.0 0.0 0.0 0.246
H 0.243 -2.067 1.491 0.0 0.1 -0.1 0.220
H 1.192 -0.622 1.906 0.0 -0.1 -0.1 0.232
H 1.761 -1.707 0.638 0.0 -0.1 0.1 0.219
H 1.557 -0.193 -2.685 0.0 0.1 0.0 0.218
H 2.200 -1.324 -1.496 0.0 0.1 0.0 0.209
H 1.196 -1.910 -2.825 0.0 0.0 -0.1 0.217
```
Positions in Å, forces in eV/Å.

Summary:
lowest unoccupied orbital energy (alpha / beta): 0.54 / 0.54 eV
total charge: 0
highest occupied orbital energy (alpha / beta): -0.2703 / -0.2703 Ha
multiplicity: 1
orbital gap (alpha / beta): 0.290 / 0.290 Eh

Entry 2:
C10H11NPbS as an isolated structure at a distorted geometry, computed with wB97M-V/def2-TZVPD.

XYZ file:
```
24
Properties=species:S:1:pos:R:3:forces:R:3:nbo_charge:R:1
Pb 1.816 -1.713 0.733 0.4 0.6 -1.3 0.517
C -0.963 0.676 -1.700 -1.4 0.0 0.2 -1.102
H -0.407 0.778 -2.672 0.2 0.2 1.1 0.339
H -1.337 -0.353 -1.657 0.1 0.3 0.0 0.275
H -0.192 0.828 -0.834 0.4 -0.4 -0.5 0.307
H -1.798 1.336 -1.194 1.4 -0.7 -0.6 0.361
H -1.747 1.284 -2.600 -0.3 0.1 0.0 0.177
S 2.930 2.781 1.756 -0.5 -0.4 -0.4 0.355
C 3.849 2.371 0.352 0.3 -1.7 -0.9 -0.409
C 3.511 1.113 -0.153 -0.3 1.5 1.3 -0.297
C 2.467 0.477 0.588 0.1 -0.5 -0.2 -0.418
C 1.982 1.272 1.615 0.1 0.6 0.6 -0.316
C 0.924 0.787 2.488 0.9 -0.7 0.3 0.146
C 0.254 1.362 3.606 -1.1 -1.3 1.0 -0.226
C -0.756 0.579 4.273 2.1 0.7 -1.8 -0.183
C -1.089 -0.706 3.769 -0.1 -0.2 0.5 -0.306
C -0.367 -1.227 2.725 0.7 0.9 0.7 0.054
N 0.696 -0.545 2.211 -2.2 0.1 0.2 -0.594
H 4.697 2.949 -0.040 -0.7 0.1 0.5 0.236
H 3.943 0.628 -1.008 0.4 0.2 -0.2 0.214
H 0.606 2.307 4.053 -0.4 -0.5 -0.5 0.227
H -1.186 0.932 5.188 -0.3 0.2 0.2 0.217
H -1.793 -1.357 4.299 0.0 0.5 -0.3 0.222
H -0.524 -2.231 2.314 0.0 0.4 0.3 0.205
```
Positions in Å, forces in eV/Å.

Summary:
lowest unoccupied orbital energy (alpha / beta): -1.19 / -1.19 eV
total charge: 0
highest occupied orbital energy (alpha / beta): -0.1666 / -0.1666 Ha
multiplicity: 1
orbital gap (alpha / beta): 0.123 / 0.123 Eh

Computed relative energy (zero: lowest compared OMol25 entry of this formula, charge and spin) (kJ/mol) in order:
313.2; 553.7